A.
An isolated ion of composition C3H8NSe and charge +1, computed with wB97M-V/def2-TZVPD.

Output
* LUMO: -4.4 eV
* SMILES string: C1C[Se]C[NH2+]1
* HOMO level: -13.152 eV
* orbital gap: 8.781 eV

```
! RIJCOSX wB97M-V def2-TZVPD def2/J DEFGRID3
* xyz 1 1
C -0.38482 0.87325 0.08067
C -1.25485 0.03934 -0.86993
Se -0.00041 -1.12728 -1.82615
C 1.26266 -0.87053 0.12304
N 0.35777 -0.03879 1.03880
H 0.51350 1.41527 -0.36697
H -0.89116 1.48424 0.83284
H -2.05806 -0.37982 -0.34362
H -1.81168 0.75826 -1.68746
H 2.14272 -0.38345 -0.41001
H 1.56455 -1.78797 0.43932
H 0.88685 0.60853 1.52065
H -0.32706 -0.59105 1.46883
*
```

Here are the natural (NBO) charges for atoms 1 to 2, given in e:
1. C -0.218
2. C -0.633

B.
An isolated ion of composition C3H8NSe and charge +1, computed with wB97M-V/def2-TZVPD.

Output
* LUMO: -3.7 eV
* SMILES string: C1C[Se]C[NH2+]1
* HOMO level: -13.186 eV
* orbital gap: 9.533 eV

```
! RIJCOSX wB97M-V def2-TZVPD def2/J DEFGRID3
* xyz 1 1
C -0.53305 -0.68821 -0.04699
C -0.14279 -0.25185 -1.63575
Se 0.44276 1.56495 -1.49267
C 0.08596 1.51289 0.48458
N 0.37879 0.06585 0.74092
H -1.61488 -0.41473 0.16041
H -0.34321 -1.69438 0.14332
H 0.78334 -0.79872 -1.93901
H -0.90129 -0.36893 -2.25840
H -1.00589 1.67656 0.56941
H 0.61577 2.27085 0.95665
H 0.37052 -0.39660 1.67029
H 1.37511 -0.03366 0.49132
*
```

Here are the natural (NBO) charges for atoms 1 to 2, given in e:
1. C -0.228
2. C -0.559

Computed energies relative to the best structure, in kcal/mol: A 19.5; B 0.0

A.
A 2-piece molecular cluster, CH2NO3S overall, computed with wB97M-V/def2-TZVPD.

Output
* LUMO: 3.7 eV
* HOMO level: -2.504 eV
* orbital gap: 6.218 eV

```
! RIJCOSX wB97M-V def2-TZVPD def2/J DEFGRID3
* xyz -1 1
C 0.88276 -1.82658 0.68923
N -0.11483 -1.61393 0.06856
O 0.28359 1.87388 -1.02534
O 1.87606 -2.14847 1.25874
O -1.54679 1.87878 1.04626
S -1.27533 1.17584 -0.30128
H -0.62332 -0.69934 0.04203
H 0.51787 1.35982 -1.77820
*
```

Here are the natural (NBO) charges for atoms 1 to 2, given in e:
1. C 0.829
2. N -0.793

B.
CH2NO3S as an isolated structure, computed with wB97M-V/def2-TZVPD.

Output
* LUMO: 3.3 eV
* HOMO level: -3.003 eV
* orbital gap: 6.346 eV

```
! RIJCOSX wB97M-V def2-TZVPD def2/J DEFGRID3
* xyz -1 1
C -0.65805 -0.01511 -1.14217
N -1.11142 -0.80242 -0.28693
O -2.32863 -0.48525 0.09744
O -0.51156 -1.90375 -0.03158
O -0.11312 0.97670 -1.46190
S 2.27572 0.58340 1.11513
H 1.30228 1.63190 0.10417
H 1.14478 0.01454 1.60583
*
```

Here are the natural (NBO) charges for atoms 1 to 2, given in e:
1. C 0.639
2. N 0.233

Computed energies relative to the best structure, in kcal/mol: A 0.0; B 113.5

A.
A 2-piece molecular cluster, C5H14S overall, computed with wB97M-V/def2-TZVPD.

Output
* LUMO: 0.9 eV
* SMILES string: CCSC.CC
* HOMO level: -8.396 eV
* orbital gap: 9.321 eV

```
! RIJCOSX wB97M-V def2-TZVPD def2/J DEFGRID3
* xyz 0 1
C -0.02094 0.87999 -1.19653
C -0.96574 0.35833 -2.25230
S -2.74522 0.82343 -2.17988
C -3.19412 0.44865 -0.50269
H 0.72306 0.34228 -0.65898
H -0.67234 1.40245 -0.35849
H 0.30385 1.85851 -1.48865
H -0.82971 0.82436 -3.28966
H -0.97485 -0.87184 -2.34503
H -2.33017 0.73014 0.19423
H -4.13360 0.86897 -0.22229
H -3.21414 -0.59448 -0.20971
C 2.59329 -0.19194 1.76896
C 1.84489 -1.52395 1.85741
H 1.82209 0.63818 1.64241
H 3.21795 -0.13442 2.67857
H 3.39168 -0.11066 0.97139
H 1.17204 -1.52206 2.63302
H 2.44457 -2.30651 2.16343
H 1.56741 -1.91944 0.79479
*
```

Here are the natural (NBO) charges for atoms 1 to 2, given in e:
1. C -0.663
2. C -0.532

B.
A 2-piece molecular cluster, C5H14S overall, computed with wB97M-V/def2-TZVPD.

Output
* LUMO: 1.0 eV
* SMILES string: CCC.CCS
* HOMO level: -8.830 eV
* orbital gap: 9.790 eV

```
! RIJCOSX wB97M-V def2-TZVPD def2/J DEFGRID3
* xyz 0 1
C 1.95676 1.31365 -2.96778
C 0.78880 1.34142 -1.95974
C 0.17838 0.04475 -1.54391
H 1.84701 0.34634 -3.45731
H 1.74944 2.12622 -3.75456
H 2.99986 1.30970 -2.48517
H 1.07370 2.01411 -1.08719
H -0.13107 1.64559 -2.55000
H -0.47356 0.29090 -0.79213
H 0.98554 -0.70720 -1.38662
H -0.43672 -0.48455 -2.23155
C -2.20322 0.10036 1.97648
C -1.50760 -1.21938 1.61292
S 0.45143 -0.78959 1.59534
H -2.05821 0.90989 1.37100
H -3.27630 -0.03703 1.91390
H -2.04349 0.18541 3.12888
H -1.70884 -1.53500 0.56965
H -1.57865 -2.10458 2.19883
H 0.54976 -0.81120 0.32911
*
```

Here are the natural (NBO) charges for atoms 1 to 2, given in e:
1. C -0.620
2. C -0.405

C.
A 2-piece molecular cluster, C5H14S overall, computed with wB97M-V/def2-TZVPD.

Output
* LUMO: 0.9 eV
* SMILES string: CCSC.CC
* HOMO level: -8.578 eV
* orbital gap: 9.492 eV

```
! RIJCOSX wB97M-V def2-TZVPD def2/J DEFGRID3
* xyz 0 1
C 1.55978 0.08628 2.13928
C 0.57022 -0.30003 1.12686
S -1.21858 -0.18116 1.69322
C -1.83442 0.85834 0.23913
H 1.39951 -0.45065 3.06622
H 1.29574 1.11316 2.22648
H 2.65892 -0.25896 1.94547
H 0.59546 -0.13454 0.10341
H 0.99665 -1.35419 0.84965
H -1.39683 1.87080 0.28392
H -1.30501 0.54237 -0.71570
H -2.86011 1.04649 0.06498
C 1.39704 -0.25011 -2.53811
C 0.43986 -0.13047 -3.69486
H 2.30098 -0.73981 -2.89172
H 1.46749 0.77116 -2.07103
H 1.00735 -0.84139 -1.67618
H -0.29784 -0.91334 -3.67354
H 0.90945 -0.11613 -4.61691
H -0.06937 0.77953 -3.62035
*
```

Here are the natural (NBO) charges for atoms 1 to 2, given in e:
1. C -0.634
2. C -0.524

Computed energies relative to the best structure, in kcal/mol: A 0.0; B 2.3; C 5.4

A.
A 2-piece molecular cluster, C5H14S overall, computed with wB97M-V/def2-TZVPD.

Output
* LUMO: 0.9 eV
* SMILES string: CCC.CCS
* HOMO level: -9.007 eV
* orbital gap: 9.910 eV

```
! RIJCOSX wB97M-V def2-TZVPD def2/J DEFGRID3
* xyz 0 1
C 1.79771 -1.22106 -0.65217
C 1.84534 0.04561 0.18314
C 1.79972 1.29051 -0.68449
H 2.67112 -1.30143 -1.30091
H 1.83597 -2.13258 -0.05205
H 0.88901 -1.21614 -1.25212
H 1.01029 0.05367 0.88092
H 2.70499 0.06301 0.85218
H 1.73407 2.21686 -0.11320
H 2.64947 1.36536 -1.36464
H 0.92868 1.27302 -1.34587
C -2.20152 -0.95466 1.19499
C -1.94593 0.16513 0.17414
S -3.43002 1.20590 0.03113
H -1.37047 -1.65132 1.12933
H -3.17333 -1.40489 1.04357
H -2.06278 -0.55163 2.19231
H -1.15914 0.81344 0.53515
H -1.67138 -0.24933 -0.78770
H -2.85179 2.19054 -0.66371
*
```

Here are the natural (NBO) charges for atoms 1 to 2, given in e:
1. C -0.605
2. C -0.398

B.
A 2-piece molecular cluster, C5H14S overall, computed with wB97M-V/def2-TZVPD.

Output
* LUMO: 1.0 eV
* SMILES string: CCC.CSC
* HOMO level: -8.426 eV
* orbital gap: 9.446 eV

```
! RIJCOSX wB97M-V def2-TZVPD def2/J DEFGRID3
* xyz 0 1
C -1.87121 0.35812 -1.18783
C -2.08406 1.35433 -0.06079
C -2.37272 2.77546 -0.48255
H -2.67249 0.28477 -1.92119
H -1.75790 -0.63235 -0.74005
H -0.95268 0.57100 -1.73012
H -1.15803 1.34486 0.51856
H -2.71885 0.95252 0.73129
H -2.44741 3.47245 0.36442
H -1.55999 3.14353 -1.11917
H -3.33512 2.84931 -0.98314
C 3.76861 -2.44452 0.88793
S 2.79593 -1.65969 -0.39230
C 1.32839 -1.17496 0.54162
H 4.82524 -2.19491 0.82026
H 3.69628 -3.53360 0.79448
H 3.45483 -2.25477 1.91492
H 1.12954 -1.92063 1.30596
H 1.38123 -0.17099 0.95755
H 0.55040 -1.11994 -0.21987
*
```

Here are the natural (NBO) charges for atoms 1 to 2, given in e:
1. C -0.605
2. C -0.402

C.
A 2-piece molecular cluster, C5H14S overall, computed with wB97M-V/def2-TZVPD.

Output
* LUMO: 1.0 eV
* SMILES string: CCC.CSC
* HOMO level: -8.547 eV
* orbital gap: 9.497 eV

```
! RIJCOSX wB97M-V def2-TZVPD def2/J DEFGRID3
* xyz 0 1
C -0.23446 1.98205 0.46211
C -1.10631 0.82955 0.98320
C -2.56782 1.41976 1.15836
H -0.70537 2.68638 -0.07708
H 0.68684 1.48248 -0.07331
H 0.20893 2.53137 1.39564
H -1.25502 0.06478 0.18627
H -0.58473 0.37051 1.89587
H -3.08113 1.77891 0.34787
H -3.14805 0.61087 1.54982
H -2.62025 2.13249 1.89871
C 2.19220 -2.28479 0.08178
S 2.44844 -0.90223 -1.21057
C 1.03775 -1.28598 -2.23879
H 1.48047 -3.06611 0.03749
H 3.17869 -2.80760 0.22016
H 1.92425 -1.58234 0.94079
H 0.94977 -2.27829 -2.81895
H 1.08290 -0.54104 -3.09456
H 0.11292 -1.14078 -1.64484
*
```

Here are the natural (NBO) charges for atoms 1 to 2, given in e:
1. C -0.602
2. C -0.393

Computed energies relative to the best structure, in kcal/mol: A 0.0; B 6.6; C 37.7

A.
A 2-piece molecular cluster, C5H14S overall, computed with wB97M-V/def2-TZVPD.

Output
* LUMO: 1.0 eV
* SMILES string: CCC.CSC
* HOMO level: -8.559 eV
* orbital gap: 9.526 eV

```
! RIJCOSX wB97M-V def2-TZVPD def2/J DEFGRID3
* xyz 0 1
C -2.21525 -0.17114 -1.06869
C -1.12091 -0.48930 -2.07362
C -0.11973 0.68815 -2.14400
H -2.76337 -1.04211 -0.81306
H -2.89078 0.63341 -1.35434
H -1.77816 0.21972 -0.14550
H -0.63239 -1.44727 -1.88800
H -1.53395 -0.57079 -3.07196
H 0.57316 0.69935 -1.29686
H 0.35361 0.72869 -3.11997
H -0.67885 1.60492 -1.92525
C 1.16823 0.83769 3.10971
S 0.48182 0.19873 1.58807
C 1.66673 -1.02727 1.04438
H 1.27219 0.10575 3.91018
H 2.05098 1.45749 2.97298
H 0.40089 1.53276 3.45371
H 2.57740 -0.54132 0.70967
H 1.26971 -1.68043 0.27240
H 1.91868 -1.73703 1.84017
*
```

Here are the natural (NBO) charges for atoms 1 to 2, given in e:
1. C -0.613
2. C -0.396

B.
A 2-piece molecular cluster, C5H14S overall, computed with wB97M-V/def2-TZVPD.

Output
* LUMO: 1.0 eV
* SMILES string: CCC.CCS
* HOMO level: -9.123 eV
* orbital gap: 10.112 eV

```
! RIJCOSX wB97M-V def2-TZVPD def2/J DEFGRID3
* xyz 0 1
C -0.65256 -0.98065 1.98825
C -1.28145 -0.77648 0.59763
C -0.74800 -1.77976 -0.47020
H 0.33542 -0.52635 2.13098
H -1.36770 -0.60448 2.71103
H -0.76017 -2.04809 2.23581
H -2.34968 -0.97145 0.80271
H -1.27892 0.18854 0.12179
H -0.03958 -2.42116 0.13183
H -1.51451 -2.29233 -1.04034
H -0.10178 -1.18207 -1.08873
C 1.36866 1.10480 -0.06291
C 1.14487 1.31717 -1.55706
S 0.56771 2.93459 -2.14203
H 1.56093 0.04173 0.08413
H 0.52021 1.36370 0.53683
H 2.23566 1.62830 0.27688
H 2.16729 1.49973 -1.90041
H 0.73804 0.42596 -1.99599
H -0.54444 3.07830 -1.36023
*
```

Here are the natural (NBO) charges for atoms 1 to 2, given in e:
1. C -0.621
2. C -0.401

Computed energies relative to the best structure, in kcal/mol: A 0.0; B 13.2